{
  "formula": "C41H69N4O11PS3",
  "method": "the ωB97M-V functional and the def2-TZVPD basis",
  "smiles": "CC[C@@H](C)c1c(C[SH](=O)=O)c2c(c(CCCSC(=S)n3ccnc3)c1P(=N)(O)O)C(=O)c1ccc(CCCCCN)cc1C2=O.CCO.CCO.CCO.CCO.CCO",
  "e_homo_ev": -8.975,
  "total_energy_ev": -113897.081,
  "homo_lumo_gap_ev": 7.19,
  "species": ["C", "C", "C", "C", "C", "C", "C", "S", "O", "O", "C", "C", "C", "C", "C", "C", "S", "C", "S", "N", "C", "C", "N", "C", "C", "P", "N", "O", "O", "C", "O", "C", "C", "C", "C", "C", "C", "C", "C", "C", "N", "C", "C", "C", "O", "H", "H", "H", "H", "H", "H", "H", "H", "H", "H", "H", "H", "H", "H", "H", "H", "H", "H", "H", "H", "H", "H", "H", "H", "H", "H", "H", "H", "H", "H", "H", "H", "H", "H", "H", "H", "H", "H", "H", "C", "C", "O", "H", "H", "H", "H", "H", "H", "C", "C", "O", "H", "H", "H", "H", "H", "H", "C", "C", "O", "H", "H", "H", "H", "H", "H", "C", "C", "O", "H", "H", "H", "H", "H", "H", "C", "C", "O", "H", "H", "H", "H", "H", "H"],
  "xyz": [[4.200, 0.859, -4.104], [3.095, 0.053, -3.265], [3.696, -0.932, -2.122], [5.226, -0.547, -1.685], [2.678, -0.956, -0.893], [2.539, 0.348, -0.008], [3.329, 1.709, -0.289], [4.895, 1.863, 0.753], [5.992, 2.460, -0.096], [5.302, 0.506, 1.320], [1.563, 0.399, 1.224], [0.715, -0.867, 1.644], [0.849, -2.142, 0.775], [-0.029, -3.417, 1.237], [-1.544, -3.387, 0.708], [-1.721, -3.161, -0.872], [-2.580, -4.712, -1.541], [-4.356, -4.677, -0.935], [-4.800, -5.042, 0.646], [-5.485, -4.333, -1.854], [-6.616, -5.228, -2.124], [-7.465, -4.404, -3.119], [-6.812, -3.114, -3.328], [-5.616, -3.065, -2.551], [1.791, -2.206, -0.497], [1.959, -3.705, -1.631], [3.396, -4.334, -1.375], [1.725, -3.180, -3.268], [0.808, -4.933, -1.393], [-0.223, -0.666, 2.904], [-0.363, -1.429, 3.889], [-1.038, 0.732, 2.943], [-2.539, 0.823, 3.347], [-3.170, 2.254, 3.338], [-2.312, 3.514, 2.948], [-2.993, 4.989, 2.909], [-4.580, 4.916, 2.669], [-5.017, 4.214, 1.294], [-6.638, 4.190, 1.129], [-7.234, 2.694, 1.017], [-8.743, 2.830, 1.131], [-0.806, 3.405, 2.549], [-0.173, 1.992, 2.546], [1.363, 1.739, 2.109], [2.296, 2.496, 2.470], [4.654, 1.639, -3.377], [4.985, 0.213, -4.618], [3.629, 1.490, -4.886], [2.538, -0.620, -4.028], [2.292, 0.718, -2.790], [3.819, -1.958, -2.643], [5.948, -1.024, -2.453], [5.412, -1.077, -0.692], [5.416, 0.576, -1.663], [2.680, 2.629, -0.038], [3.675, 1.847, -1.366], [4.721, 2.697, 1.855], [-0.097, -3.365, 2.393], [0.519, -4.418, 1.044], [-2.079, -4.313, 1.123], [-2.055, -2.483, 1.226], [-2.492, -2.320, -1.030], [-0.764, -2.920, -1.439], [-6.807, -6.274, -1.699], [-8.447, -4.711, -3.625], [-4.831, -2.258, -2.414], [3.843, -3.774, -0.622], [0.900, -2.644, -3.329], [0.153, -4.838, -2.132], [-3.129, -0.130, 3.611], [-4.271, 2.353, 3.601], [-2.541, 5.495, 1.974], [-2.680, 5.634, 3.801], [-5.033, 4.324, 3.537], [-5.054, 5.962, 2.678], [-4.591, 4.872, 0.442], [-4.654, 3.122, 1.215], [-7.160, 4.685, 2.037], [-6.996, 4.761, 0.201], [-6.946, 2.178, 0.039], [-6.890, 2.136, 1.961], [-9.160, 1.921, 0.862], [-8.976, 3.029, 2.120], [-0.143, 4.279, 2.244], [-7.114, 6.352, -3.910], [-7.435, 5.221, -2.953], [-7.075, 5.584, -1.625], [-6.048, 6.594, -3.874], [-7.380, 6.084, -4.935], [-7.656, 7.261, -3.632], [-6.875, 4.323, -3.222], [-8.503, 4.982, -2.976], [-7.581, 6.374, -1.391], [-0.374, -3.106, 8.024], [0.999, -2.724, 7.506], [1.097, -3.012, 6.118], [-0.565, -4.170, 7.858], [-0.461, -2.894, 9.093], [-1.155, -2.555, 7.492], [1.774, -3.292, 8.025], [1.191, -1.657, 7.659], [0.413, -2.499, 5.664], [1.447, 1.590, -8.587], [1.129, 0.463, -7.624], [1.490, 0.832, -6.298], [2.512, 1.833, -8.554], [1.180, 1.316, -9.610], [0.904, 2.499, -8.312], [1.690, -0.436, -7.889], [0.062, 0.222, -7.644], [0.984, 1.622, -6.067], [8.946, -0.219, -0.463], [8.867, -0.303, 1.049], [8.666, 0.990, 1.602], [9.763, 0.439, -0.769], [9.106, -1.208, -0.901], [8.025, 0.203, -0.875], [9.796, -0.705, 1.458], [8.042, -0.952, 1.362], [7.838, 1.333, 1.240], [7.252, -3.650, 3.176], [5.835, -3.354, 2.725], [5.744, -3.436, 1.307], [7.953, -2.943, 2.724], [7.337, -3.584, 4.264], [7.558, -4.651, 2.859], [5.541, -2.346, 3.024], [5.129, -4.066, 3.165], [5.997, -4.333, 1.050]],
  "forces_ev_per_a": [[-1.188, 1.324, 0.753], [-0.153, -1.015, -0.764], [0.447, 0.122, -0.571], [-0.527, -1.004, -0.260], [-1.675, 0.190, 2.523], [-1.843, -1.669, 1.547], [-1.007, -0.012, 0.009], [4.435, -3.093, -0.417], [-2.946, -0.567, 1.654], [-1.893, 3.638, -1.165], [0.139, -2.403, -1.578], [2.428, 0.619, -2.907], [0.829, 1.420, -0.192], [0.538, 0.247, 0.854], [0.514, 1.112, 0.674], [-1.816, 0.182, 1.503], [-0.930, 0.511, -0.495], [-1.477, 0.464, 1.590], [1.048, 0.389, -2.555], [0.011, -0.219, -0.565], [-1.397, 3.754, -2.894], [4.067, -0.259, 2.919], [2.187, -1.925, 2.654], [-3.472, -3.505, -1.109], [-0.865, 3.841, 1.749], [2.147, -1.253, 0.230], [-1.819, 1.278, 0.032], [-0.961, -0.522, 2.889], [0.480, 2.737, -1.844], [-1.008, -0.021, 1.792], [0.582, 1.785, -3.455], [-0.333, 2.133, -0.591], [2.557, 3.335, -1.055], [3.788, -0.769, -0.930], [0.893, -1.880, 0.104], [0.250, -0.701, -1.343], [-0.063, -0.488, 0.253], [-0.673, 0.561, -0.144], [-0.192, -0.328, -0.095], [-0.253, 1.284, 1.317], [0.850, -0.839, -0.286], [-1.798, -3.946, 1.072], [-2.831, 0.105, 0.559], [0.349, 0.388, 0.736], [-3.007, -2.363, -1.578], [-0.203, -1.349, -1.393], [-1.097, 0.850, 0.912], [1.003, -1.207, 1.050], [0.733, 1.105, 1.319], [1.284, -0.583, -0.843], [-0.594, 1.543, 1.367], [-1.257, 0.887, 1.157], [-0.011, 1.070, -1.229], [-0.146, -1.693, 0.238], [1.012, -1.522, -0.253], [-0.265, -0.435, 1.566], [-0.568, -0.389, -0.944], [0.151, 0.041, -1.921], [-0.958, 1.811, -0.139], [0.788, 1.309, -0.997], [0.848, -1.388, -0.756], [1.475, -1.134, 0.094], [-1.473, -0.597, 0.699], [0.793, 2.034, -0.582], [1.895, 0.712, 0.914], [-1.460, -1.196, -0.466], [-0.125, -0.456, -0.690], [0.727, -0.366, -0.076], [0.563, -0.490, 0.847], [1.102, 1.832, -0.446], [1.779, -0.024, -0.438], [-0.587, -0.684, 1.446], [-0.600, -1.141, -1.078], [0.422, 0.943, -1.077], [0.858, -1.451, 0.097], [-0.496, -1.357, 1.200], [-0.247, 1.858, 0.076], [0.938, -0.801, -1.250], [0.790, -0.961, 1.561], [-0.374, 0.691, 1.483], [0.106, 0.314, -1.622], [0.174, 0.844, 0.491], [0.132, -0.335, -0.899], [-1.279, -1.177, 0.555], [0.089, 0.020, -0.146], [-0.151, 0.362, -0.036], [0.055, 0.121, -0.107], [-0.069, -0.101, -0.025], [-0.001, 0.078, 0.038], [-0.073, -0.078, -0.075], [-0.010, 0.059, 0.210], [0.025, -0.102, -0.155], [0.109, -0.183, -0.039], [-0.084, -0.073, 0.167], [-0.315, 0.067, -0.288], [0.042, -0.009, -0.062], [0.094, 0.067, 0.054], [-0.069, -0.003, -0.045], [0.056, 0.070, 0.084], [0.006, 0.028, -0.181], [0.028, -0.004, 0.215], [0.256, -0.133, -0.029], [0.080, 0.019, -0.146], [-0.116, 0.370, -0.027], [0.020, -0.073, 0.256], [-0.072, -0.108, -0.023], [0.002, 0.079, 0.038], [-0.074, -0.075, -0.074], [-0.010, 0.065, 0.212], [0.011, -0.100, -0.175], [0.129, -0.183, -0.050], [0.074, -0.082, -0.177], [-0.343, 0.240, -0.168], [0.137, 0.106, 0.186], [-0.003, -0.093, 0.076], [-0.036, 0.042, -0.036], [-0.015, -0.107, 0.064], [-0.057, 0.155, 0.085], [0.051, -0.155, -0.096], [0.083, -0.084, 0.019], [0.125, 0.055, 0.077], [0.175, -0.245, -0.009], [-0.159, 0.049, -0.319], [-0.108, 0.010, 0.086], [0.040, -0.041, -0.053], [-0.062, -0.015, 0.108], [-0.038, -0.056, -0.221], [0.000, 0.082, 0.173], [-0.066, 0.211, 0.019]]
}